No. 1
# C24H24N5OPdSbSe5

A molecular structure, C24H24N5OPdSbSe5 (ωB97M-V with the def2-TZVPD basis set, the Open Molecules 2025 dataset).

The geometry in ORCA input format:
```
! RIJCOSX wB97M-V def2-TZVPD def2/J DEFGRID3
* xyz -2 1
Pd 0.7428 -1.6688 -0.7049
Se 7.4615 -7.2035 -1.2454
Sb 5.3601 -7.1443 -0.0926
Se 1.3895 -3.0115 -2.5705
Se 2.8684 -4.2259 0.5975
Se 4.3111 -9.2947 -0.0097
Se -0.8528 0.9024 6.3803
N -1.3401 1.4670 4.7433
C -0.7564 0.6760 3.8656
C -0.8735 0.7812 2.4542
C -1.6857 1.7872 1.8232
C -1.7556 1.8708 0.4930
C -0.9816 0.9545 -0.4439
N -0.2334 -0.0627 0.2873
C -0.1957 -0.1007 1.5966
C 0.6088 -1.1996 2.1858
N 1.1952 -2.0649 1.3248
C 1.9452 -3.0507 1.7988
C 2.1370 -3.2253 3.1801
C 1.5354 -2.3654 4.0586
C 0.7528 -1.3232 3.5616
C 0.0756 -0.3799 4.4436
N 0.1631 -0.4385 5.7357
H -2.2382 2.4714 2.4564
H -2.3438 2.6504 0.0200
H -2.1188 1.0711 -2.0873
H 3.2562 -5.0427 1.7471
H 2.7459 -4.0430 3.5355
H 1.6558 -2.4720 5.1286
O 0.4402 -1.5090 -2.6542
C 3.7619 2.4941 -1.2701
C 2.2855 2.6647 -1.5110
C 1.7964 3.7328 -2.2516
C 0.4344 3.8670 -2.4930
C -0.0971 5.0130 -3.3153
C -0.4363 2.9281 -1.9577
C 0.0260 1.8568 -1.1967
C 1.3907 1.7424 -0.9811
N -1.7874 0.3237 -1.4904
C -2.9980 -0.5094 -1.2339
C -4.2622 0.3561 -1.2684
C -3.0267 -1.4982 -2.4062
C -2.9898 -1.3222 0.0567
H 4.3358 3.2934 -1.7410
H 4.1098 1.5405 -1.6708
H 3.9863 2.4970 -0.2017
H 2.4863 4.4694 -2.6524
H 0.7117 5.6622 -3.6526
H -0.7990 5.6212 -2.7403
H -0.6267 4.6499 -4.1989
H -1.4966 3.0360 -2.1694
H 1.7636 0.8940 -0.4207
H -4.3225 0.9083 -2.2119
H -4.2737 1.0702 -0.4424
H -5.1547 -0.2710 -1.1916
H -3.0570 -0.9583 -3.3561
H -3.9014 -2.1545 -2.3488
H -2.1122 -2.0926 -2.4004
H -2.9853 -0.6999 0.9515
H -2.1316 -1.9908 0.0881
H -3.8993 -1.9292 0.0690
*
```

For the highest occupied orbital energy, the calculation gives -1.9 eV. The gap between HOMO and LUMO is 0.1987 Eh. The value obtained for the maximum force is 0.7 eV/A. Its LUMO energy is 3.48 eV. Its electronic energy is -13653.373597 Ha.

---

No. 2
# C3H10N2

2 unconnected molecules or ions with the total composition C3H10N2 in a non-equilibrium geometry (ωB97M-V with the def2-TZVPD basis set, the Open Molecules 2025 dataset).

The geometry in ORCA input format:
```
! RIJCOSX wB97M-V def2-TZVPD def2/J DEFGRID3
* xyz 0 1
C 3.9645 1.5451 -0.6472
C 3.9116 0.5110 0.1856
H 3.1105 1.7954 -1.2642
H 4.8661 2.1312 -0.7510
H 3.0755 -0.1623 0.0748
H 4.7310 0.3770 0.8842
N -3.4149 0.2248 0.1875
C -2.1899 -0.5909 0.1386
N -2.3855 -1.9995 0.3555
H -3.3590 0.9368 0.9062
H -3.5271 0.7460 -0.6719
H -1.7602 -0.4641 -0.8532
H -1.3986 -0.2873 0.8369
H -3.0093 -2.2677 1.1068
H -2.6146 -2.4955 -0.4885
*
```

For the highest occupied orbital energy, the calculation gives -9.2 eV. The gap between HOMO and LUMO is 0.3724 Eh. The value obtained for the maximum force is 1.0 eV/A. Its LUMO energy is 0.96 eV. Its electronic energy is -229.756430 Ha. As for the structure (SMILES): C=C.NCN. For the energy above the lowest of the compared OMol25 structures with the same formula, charge and spin, the calculation gives 138.7 kJ/mol.

---

No. 3
# C3H6N2O

2 unconnected molecules or ions with the total composition C3H6N2O in a non-equilibrium geometry (ωB97M-V with the def2-TZVPD basis set, the Open Molecules 2025 dataset).

The geometry in ORCA input format:
```
! RIJCOSX wB97M-V def2-TZVPD def2/J DEFGRID3
* xyz 0 1
C 0.3941 -0.2351 -0.2204
C -1.1334 0.9685 0.6006
C 1.8170 -0.1510 0.2031
N -0.0645 -0.9100 -1.1133
N -2.1711 0.4452 0.0471
O -0.7971 1.7171 1.4959
H 2.4057 -0.3983 -0.6797
H 2.1650 -0.9214 0.9406
H 2.2135 0.6897 0.7264
H 0.4004 -1.7002 -1.5852
H -2.1445 -0.4380 -0.6214
H -3.0852 0.9334 0.2063
*
```

For the highest occupied orbital energy, the calculation gives -7.9 eV. The gap between HOMO and LUMO is 0.3293 Eh. The value obtained for the maximum force is 6.2 eV/A. Its LUMO energy is 1.03 eV. Its electronic energy is -302.581861 Ha. For the energy above the lowest of the compared OMol25 structures with the same formula, charge and spin, the calculation gives 292.1 kJ/mol.

---

No. 4
# C5H17NO3

4 unconnected molecules or ions with the total composition C5H17NO3 in a non-equilibrium geometry (ωB97M-V with the def2-TZVPD basis set, the Open Molecules 2025 dataset).

The geometry in ORCA input format:
```
! RIJCOSX wB97M-V def2-TZVPD def2/J DEFGRID3
* xyz 0 1
C 1.9587 0.0521 1.8267
N 0.7936 -0.6677 2.0645
C 0.4256 -2.0151 1.2897
C 0.0046 -2.0206 -0.2281
C -0.8647 -0.8408 -0.6279
C -1.6366 -1.0718 -1.7177
H 2.2279 0.3899 2.7944
H 1.9541 0.9101 1.0628
H 2.8374 -0.4235 1.3412
H -0.1857 -0.0489 2.0645
H -0.3596 -2.4769 1.8256
H 1.3327 -2.5667 1.4560
H -0.4434 -3.0852 -0.4011
H 0.8669 -2.0161 -0.9507
H -0.8582 0.1205 -0.1856
H -1.4907 -1.8271 -2.4232
H -2.3724 -0.3953 -1.9120
H 1.5456 0.5914 -1.7643
H 1.8329 1.9964 -2.0889
O 1.7627 1.0786 -2.4915
H -1.3291 1.7037 -0.8330
H -1.0973 1.2425 -2.1938
O -0.8348 1.9879 -1.5615
H -0.8271 2.3704 1.5937
H -1.8974 1.8603 2.4643
O -1.7550 2.1467 1.6083
*
```

For the highest occupied orbital energy, the calculation gives -8.8 eV. The gap between HOMO and LUMO is 0.3418 Eh. The value obtained for the maximum force is 7.1 eV/A. Its LUMO energy is 0.46 eV. Its electronic energy is -481.042370 Ha. As for the structure (SMILES): C=CCCNC.O.O.O. For the energy above the lowest of the compared OMol25 structures with the same formula, charge and spin, the calculation gives 364.9 kJ/mol.